77
Properties=species:S:1:pos:R:3:mulliken_charge:R:1 method="wB97M-V/def2-TZVPD" mol_weight_g_mol=656.7 e_homo_ev=-3.87 total_charge=-1 homo_lumo_gap_ev=6.50
Ti -0.33298 0.90888 0.08241 -0.05
C 4.11811 1.63421 -0.37165 -2.00
C 2.64930 1.52827 -0.69159 1.39
N 1.74943 1.63199 0.24208 1.28
N 2.28801 1.96947 1.48605 -1.18
C 1.49124 1.87771 2.48706 0.45
S -0.16257 1.41345 2.51739 -0.54
S 2.29039 2.20131 4.06293 -0.20
C 2.52989 0.44275 4.51100 -1.23
C 3.41028 -0.28129 3.53444 0.56
C 2.85138 -1.01203 2.49084 -0.01
C 3.66302 -1.62392 1.54506 -0.50
C 5.04283 -1.51574 1.63815 -0.58
C 5.61031 -0.78956 2.67923 -0.53
C 4.79657 -0.17462 3.61771 -0.49
C 2.28780 1.32218 -2.10282 0.32
C 3.30759 1.22511 -3.06646 -0.86
C 3.04871 1.11862 -4.41523 -1.03
C 1.72319 1.11870 -4.85458 -0.37
C 0.69691 1.21360 -3.94683 -0.77
C 0.94792 1.30200 -2.56228 0.55
O -0.07127 1.36391 -1.75591 -0.25
H 4.27534 1.69199 0.69723 0.38
H 4.54897 2.51708 -0.84872 0.39
H 4.63394 0.75528 -0.75903 0.44
H 1.54584 -0.02047 4.57684 0.38
H 2.97505 0.46922 5.50652 0.53
H 1.77464 -1.09516 2.38329 0.42
H 3.18152 -2.16867 0.74216 0.34
H 5.67792 -1.99147 0.89986 0.42
H 6.68738 -0.69826 2.75606 0.35
H 5.23682 0.41218 4.41698 0.36
H 4.33901 1.23683 -2.74611 0.33
H 3.86521 1.04084 -5.12098 0.38
H 1.50036 1.04075 -5.91238 0.39
H -0.34015 1.21167 -4.25708 0.42
C -2.49444 -1.36355 1.87028 -0.67
Si -3.43256 -0.03888 0.94688 0.03
C -4.52959 -0.92435 -0.31122 -1.07
C -4.52407 0.81007 2.22486 -1.17
N -2.37053 1.12452 0.20363 0.55
C -2.87213 2.32947 -0.25619 0.45
C -4.19614 2.57493 -0.66058 -0.14
C -4.61320 3.81797 -1.11636 -0.97
C -3.73193 4.88423 -1.20312 -0.44
C -2.40890 4.68503 -0.82352 -1.05
C -2.03335 3.44617 -0.37455 0.49
F -0.72914 3.26129 -0.00253 -0.03
H -3.22558 -1.93675 2.45103 0.46
H -1.76789 -0.93678 2.56339 0.11
H -1.95582 -2.05236 1.22138 -0.03
H -5.00062 -1.80076 0.14374 0.36
H -3.92799 -1.26947 -1.15516 0.18
H -5.32423 -0.29524 -0.71522 0.45
H -5.11444 0.06034 2.75961 0.37
H -5.21003 1.54960 1.81167 0.38
H -3.88802 1.31713 2.95553 0.27
H -4.90903 1.76429 -0.62601 0.15
H -5.64657 3.94670 -1.41544 0.39
H -4.05805 5.85058 -1.56320 0.37
H -1.66891 5.47309 -0.87008 0.47
N 0.07294 -0.79665 0.04213 0.24
C 0.45229 -2.04216 0.10724 -0.98
N -0.20141 -2.91154 -0.70227 0.55
C 0.25147 -4.28235 -0.80196 -0.64
C -0.93913 -5.22267 -0.82293 -0.67
O -1.83287 -4.89603 -1.87629 -0.42
C -2.31481 -3.56760 -1.71630 -0.76
C -1.18587 -2.55256 -1.71467 0.19
H 0.89691 -4.48046 0.05283 0.39
H 0.83159 -4.42597 -1.72475 0.28
H -1.46783 -5.16436 0.13914 0.31
H -0.62048 -6.25215 -0.98983 0.35
H -2.87307 -3.49648 -0.77332 0.38
H -3.00253 -3.38452 -2.54265 0.33
H -1.56103 -1.55277 -1.49299 -0.32
H -0.71094 -2.52581 -2.70387 0.37